Molecular formula: C45H79F8N3O10S
Method: DFT, ωB97M-V/def2-TZVPD

Element x y z (Å)
C 1.219 1.529 5.106
C 2.349 0.794 4.381
C 2.209 0.773 2.861
O 1.322 1.787 2.433
C 0.960 1.729 1.093
N -0.454 2.009 0.898
F -0.891 2.796 1.956
C -1.338 0.893 0.599
C -1.114 -0.354 1.491
C -1.145 -1.707 1.037
C -0.886 -2.720 1.987
C -0.652 -2.369 3.334
C -0.663 -1.005 3.654
N -0.875 -0.039 2.768
C -1.114 0.599 -0.951
C -0.704 1.815 -1.789
C 0.738 1.740 -2.311
C 0.873 1.026 -3.654
C 2.308 1.040 -4.206
C 2.525 1.921 -5.450
C 3.741 2.843 -5.354
C 3.489 4.117 -4.562
C 4.614 5.128 -4.688
O 4.376 6.317 -3.964
C 4.827 6.335 -2.627
O -2.138 -0.162 -1.545
C -3.206 0.535 -2.183
C -3.195 0.372 -3.703
N -3.909 -0.777 -4.254
S -3.084 1.268 1.125
O -3.885 0.214 0.576
O -3.095 1.601 2.516
C -3.706 2.839 0.268
F -2.777 3.360 -0.534
F -4.755 2.435 -0.470
C -4.278 3.968 1.195
F -5.235 3.428 1.959
F -4.833 4.836 0.318
C -3.339 4.836 2.095
F -3.968 5.973 2.373
F -2.232 5.121 1.432
F -3.048 4.231 3.223
H 0.240 1.247 4.724
H 1.316 2.609 5.001
H 1.258 1.292 6.172
H 2.391 -0.238 4.729
H 3.295 1.277 4.635
H 3.187 0.922 2.384
H 1.830 -0.199 2.522
H 1.560 2.432 0.508
H 1.110 0.715 0.700
H -1.356 -1.958 0.009
H -0.870 -3.762 1.698
H -0.457 -3.112 4.093
H -0.501 -0.685 4.676
H -0.248 -0.075 -0.937
H -0.852 2.739 -1.249
H -1.357 1.860 -2.662
H 1.363 1.203 -1.592
H 1.139 2.753 -2.407
H 0.515 -0.003 -3.545
H 0.198 1.499 -4.375
H 2.618 0.017 -4.430
H 2.983 1.389 -3.417
H 1.638 2.547 -5.589
H 2.620 1.293 -6.336
H 4.556 2.288 -4.875
H 4.097 3.105 -6.356
H 3.345 3.875 -3.504
H 2.565 4.592 -4.909
H 4.714 5.427 -5.735
H 5.563 4.687 -4.366
H 5.453 5.466 -2.407
H 3.977 6.334 -1.942
H 5.416 7.237 -2.452
H -4.132 0.124 -1.776
H -3.189 1.592 -1.918
H -3.642 1.273 -4.133
H -2.161 0.334 -4.049
H -3.560 -1.634 -3.839
H -4.887 -0.700 -4.007
C 5.760 9.927 -6.394
C 6.706 9.182 -7.336
C 7.920 8.967 -6.439
O 7.416 8.835 -5.112
C 6.041 9.229 -5.069
H 4.713 9.863 -6.684
H 6.037 10.982 -6.339
H 6.273 8.222 -7.624
H 6.949 9.734 -8.242
H 8.601 9.825 -6.485
H 8.485 8.068 -6.689
H 5.416 8.339 -4.947
H 5.892 9.877 -4.204
C -3.612 -5.847 -4.178
C -2.085 -5.792 -4.209
C -1.827 -4.296 -4.077
O -2.902 -3.782 -3.290
C -3.936 -4.760 -3.160
H -4.011 -6.818 -3.892
H -4.019 -5.584 -5.156
H -1.674 -6.324 -3.354
H -1.649 -6.212 -5.114
H -1.835 -3.806 -5.056
H -0.886 -4.060 -3.579
H -3.931 -5.153 -2.138
H -4.897 -4.277 -3.339
C -4.621 0.694 5.716
C -3.900 1.331 6.903
C -3.079 0.158 7.427
O -2.754 -0.640 6.291
C -3.539 -0.220 5.162
H -4.967 1.413 4.975
H -5.480 0.113 6.062
H -3.242 2.131 6.558
H -4.571 1.740 7.657
H -3.658 -0.442 8.139
H -2.152 0.466 7.913
H -2.898 0.317 4.463
H -3.933 -1.107 4.663
C 2.451 -7.173 2.145
C 1.846 -7.161 3.550
C 1.391 -5.718 3.678
O 1.031 -5.296 2.357
C 1.493 -6.249 1.403
H 2.501 -8.165 1.698
H 3.458 -6.751 2.155
H 0.984 -7.823 3.606
H 2.548 -7.449 4.331
H 2.195 -5.073 4.049
H 0.524 -5.608 4.330
H 0.636 -6.810 1.018
H 1.960 -5.716 0.573
C -2.692 -9.913 5.014
C -3.216 -8.651 5.702
C -1.922 -7.902 5.991
O -1.020 -8.250 4.938
C -1.538 -9.352 4.192
H -3.436 -10.417 4.400
H -2.322 -10.623 5.756
H -3.843 -8.078 5.016
H -3.792 -8.852 6.604
H -1.489 -8.210 6.949
H -2.045 -6.819 6.001
H -1.885 -8.995 3.216
H -0.735 -10.073 4.031

Values from the calculation:
HOMO energy = -0.327 Eh
Structure (SMILES) = CCCOCN(F)[C@](c1ccccn1)([C@H](CCCCCCCCOC)OCCN)S(=O)(=O)C(F)(F)C(F)(F)C(F)(F)F.C1CCOC1.C1CCOC1.C1CCOC1.C1CCOC1.C1CCOC1
DFT total energy = -105459.4256 eV
Kohn-Sham gap = 9.31 eV